Entry 1:
Here is a cluster of 4 separate species, C17H45FN4O5S2 in total from OMol25. Energies are from ωB97M-V/def2-TZVPD.

Values from the calculation:
E	-58941.7549	eV
spin multiplicity	1
strongest force on any atom	0.101	hartree/bohr
highest occupied orbital energy	-8.98	eV
SMILES string	CCSCN(CC(N)(N)N)S(=O)(=O)F.CCOCC.CCOCC.CCOCC

Each line ends with the Löwdin charge.
Positions of all 74 atoms, in Å:
C1 1.701 -2.359 -0.327  -0.1578
C2 0.139 -2.421 -0.170  -0.5300
S1 -0.269 -1.548 1.392  0.8529
C3 -2.072 -1.028 1.361  -0.4382
N1 -2.660 -1.094 -0.001  -0.2785
C4 -4.105 -1.489 0.009  -0.1223
C5 -4.231 -2.961 -0.577  -0.6375
N2 -3.005 -3.696 -0.274  0.0829
N3 -5.379 -3.703 -0.052  0.0750
N4 -4.332 -2.917 -2.048  0.0846
S2 -2.433 0.336 -0.862  0.7163
O1 -1.102 0.926 -0.604  -0.2836
O2 -3.448 1.377 -0.630  -0.2808
F1 -2.566 -0.097 -2.438  -0.1775
H1 2.110 -3.053 0.436  0.0718
H2 2.048 -1.330 -0.116  0.0506
H3 2.028 -2.710 -1.320  0.0750
H4 -0.147 -3.485 -0.113  0.0550
H5 -0.368 -1.968 -1.037  0.0592
H6 -2.599 -1.776 1.970  0.0749
H7 -2.084 -0.009 1.787  0.0904
H8 -4.543 -1.416 1.020  0.1260
H9 -4.658 -0.778 -0.638  0.1101
H10 -2.926 -3.878 0.719  0.0821
H11 -3.011 -4.564 -0.799  0.0938
H12 -6.176 -3.115 0.155  0.0713
H13 -5.132 -4.303 0.721  0.0655
H14 -3.372 -2.945 -2.379  0.0705
H15 -4.770 -2.053 -2.344  0.0632
C6 2.018 3.859 3.616  -0.0785
C7 3.182 3.368 2.773  -0.2784
O3 3.305 1.957 2.737  -0.1799
C8 2.196 1.243 2.209  -0.2820
C9 1.866 1.608 0.774  -0.0818
H16 2.106 3.489 4.640  0.0804
H17 1.999 4.950 3.637  0.0766
H18 1.059 3.516 3.226  0.0651
H19 4.114 3.743 3.202  0.1161
H20 3.126 3.770 1.756  0.1063
H21 1.322 1.367 2.859  0.1066
H22 2.464 0.186 2.254  0.1062
H23 1.584 2.657 0.672  0.0723
H24 1.038 1.002 0.412  0.0243
H25 2.733 1.438 0.129  0.0863
C10 -4.029 -0.649 -8.014  -0.0812
C11 -4.477 0.803 -8.029  -0.2826
O4 -5.577 1.068 -7.176  -0.1589
C12 -5.377 0.802 -5.798  -0.2813
C13 -4.244 1.601 -5.178  -0.0740
H26 -4.855 -1.306 -8.293  0.0817
H27 -3.207 -0.799 -8.717  0.0766
H28 -3.683 -0.959 -7.027  0.0630
H29 -4.806 1.062 -9.037  0.1178
H30 -3.644 1.472 -7.794  0.1056
H31 -5.232 -0.272 -5.638  0.1036
H32 -6.312 1.064 -5.299  0.1183
H33 -3.281 1.372 -5.638  0.0678
H34 -4.166 1.380 -4.113  0.0613
H35 -4.420 2.671 -5.304  0.0845
C14 4.968 0.052 4.931  -0.0794
C15 6.194 -0.048 5.823  -0.2817
O5 7.391 -0.324 5.115  -0.1603
C16 7.769 0.630 4.138  -0.2809
C17 7.997 2.023 4.699  -0.0814
H36 4.834 -0.871 4.363  0.0843
H37 4.074 0.228 5.532  0.0802
H38 5.050 0.868 4.213  0.0487
H39 6.058 -0.873 6.524  0.1158
H40 6.311 0.856 6.430  0.1047
H41 7.035 0.651 3.325  0.1073
H42 8.701 0.265 3.702  0.1170
H43 7.091 2.439 5.142  0.0630
H44 8.324 2.700 3.908  0.0756
H45 8.762 2.000 5.477  0.0804

Atoms 1-3, force components in eV/Å:
-0.8 -0.1 0.8
0.5 -0.3 -0.5
-0.2 0.1 -0.1

Entry 2:
Here is an isolated molecule of C20H29N3O4S from OMol25. Energies are from ωB97M-V/def2-TZVPD.

Values from the calculation:
E	-44705.1356	eV
spin multiplicity	1
strongest force on any atom	0.021	hartree/bohr
highest occupied orbital energy	-7.95	eV
energy above the lowest of the compared OMol25 structures with the same formula, charge and spin	337.9	kJ/mol
SMILES string	CCN(CC)S(=O)(=O)c1ccc(N(C)CCc2ccc(OC)c(OC)c2)nc1

Each line ends with the natural charge from an NBO analysis.
Positions of all 57 atoms, in Å:
C1 -3.454 -3.631 -3.936  -0.6106
C2 -4.250 -2.858 -2.888  -0.2247
N1 -3.490 -2.664 -1.675  -0.6968
C3 -3.379 -3.749 -0.726  -0.2174
C4 -4.676 -4.076 0.012  -0.6340
S1 -3.406 -1.139 -1.003  2.3403
O1 -4.083 -1.073 0.264  -0.9480
O2 -3.778 -0.194 -2.018  -0.9455
C5 -1.661 -1.006 -0.706  -0.4599
C6 -0.792 -0.855 -1.781  -0.1046
C7 0.555 -0.733 -1.544  -0.3242
C8 1.016 -0.762 -0.205  0.4274
N2 2.322 -0.633 0.116  -0.4089
C9 2.738 -0.696 1.498  -0.4180
C10 3.307 -0.160 -0.830  -0.1991
C11 3.096 1.312 -1.247  -0.4325
C12 2.946 2.194 -0.041  -0.0458
C13 4.039 2.781 0.565  -0.1797
C14 3.884 3.545 1.715  -0.3074
C15 2.635 3.715 2.287  0.2388
O3 2.378 4.431 3.417  -0.4816
C16 3.448 5.079 4.054  -0.2497
C17 1.511 3.109 1.679  0.3442
O4 0.323 3.306 2.307  -0.4934
C18 -0.814 2.643 1.807  -0.2561
C19 1.682 2.375 0.520  -0.3191
N3 0.161 -0.945 0.815  -0.5069
C20 -1.128 -1.059 0.566  0.0921
H1 -2.505 -3.136 -4.125  0.2073
H2 -4.019 -3.675 -4.864  0.2151
H3 -3.254 -4.647 -3.604  0.2004
H4 -5.198 -3.371 -2.684  0.1820
H5 -4.475 -1.857 -3.257  0.2414
H6 -3.008 -4.631 -1.256  0.1999
H7 -2.619 -3.440 -0.003  0.2085
H8 -5.038 -3.182 0.512  0.2388
H9 -4.491 -4.851 0.751  0.2125
H10 -5.438 -4.432 -0.677  0.1998
H11 -1.198 -0.823 -2.780  0.2338
H12 1.240 -0.629 -2.368  0.2215
H13 3.575 -1.391 1.595  0.1917
H14 1.899 -1.049 2.092  0.2512
H15 3.045 0.287 1.860  0.2061
H16 4.282 -0.254 -0.349  0.2124
H17 3.311 -0.797 -1.721  0.1985
H18 3.957 1.621 -1.842  0.2188
H19 2.202 1.391 -1.865  0.2132
H20 5.025 2.654 0.145  0.1996
H21 4.755 3.999 2.160  0.2192
H22 3.013 5.593 4.910  0.2013
H23 3.924 5.815 3.396  0.1742
H24 4.202 4.367 4.406  0.1729
H25 -0.670 1.558 1.780  0.1846
H26 -1.083 2.997 0.807  0.1756
H27 -1.620 2.883 2.499  0.2021
H28 0.829 1.926 0.037  0.2216
H29 -1.776 -1.183 1.422  0.2173

Atoms 1-3, force components in eV/Å:
-0.2 0.1 0.3
-0.1 0.1 -0.5
0.0 1.0 0.3

Entry 3:
Here is a structure of composition C2H3O3S2 from OMol25. Energies are from ωB97M-V/def2-TZVPD.

Values from the calculation:
E	-29935.4205	eV
charge	-1
spin multiplicity	1
strongest force on any atom	0.065	hartree/bohr
highest occupied orbital energy	-4.66	eV
energy above the lowest of the compared OMol25 structures with the same formula, charge and spin	233.5	kJ/mol

Each line ends with the natural charge from an NBO analysis.
Positions of all 10 atoms, in Å:
C1 1.372 -0.022 0.436  -0.5785
C2 0.190 -0.154 -0.499  -0.2556
O1 -1.657 0.315 1.412  -0.9790
O2 -2.314 0.882 -0.870  -0.9671
O3 -1.551 -1.426 -0.317  -0.9599
S1 1.766 1.638 -0.205  -0.2996
S2 -1.534 0.019 -0.001  2.3720
H1 1.108 -0.081 1.457  0.2253
H2 2.181 -0.698 0.181  0.2004
H3 0.440 -0.473 -1.594  0.2419

Atoms 1-3, force components in eV/Å:
-0.6 -0.9 -1.5
2.4 2.0 -1.1
0.4 0.0 -0.4

Entry 4:
Here is an isolated molecule of C2H7N3S2 from OMol25. Energies are from ωB97M-V/def2-TZVPD.

Values from the calculation:
E	-28327.1983	eV
spin multiplicity	1
strongest force on any atom	0.037	hartree/bohr
highest occupied orbital energy	-9.09	eV
energy above the lowest of the compared OMol25 structures with the same formula, charge and spin	43.7	kJ/mol
SMILES string	[H]/N=C(\NS)N(C)S

Each line ends with the natural charge from an NBO analysis.
Positions of all 14 atoms, in Å:
H1 0.064 2.822 -0.707  0.3384
N1 -0.650 2.176 -0.405  -0.7291
C1 -0.131 0.999 -0.238  0.5767
N2 1.226 0.661 -0.514  -0.7988
S1 2.197 -0.307 0.482  0.1896
N3 -0.891 -0.047 0.281  -0.6011
C2 -2.207 0.342 0.876  -0.4118
S2 -0.847 -1.580 -0.409  0.1987
H2 1.740 1.343 -1.039  0.3976
H3 1.966 -1.510 -0.140  0.1131
H4 -2.696 -0.470 1.442  0.2149
H5 -2.854 0.620 0.021  0.1973
H6 -2.074 1.239 1.499  0.2261
H7 -1.513 -1.428 -1.610  0.0884

Atoms 1-3, force components in eV/Å:
0.2 0.3 0.0
0.4 -1.9 0.1
0.4 1.1 -0.1

Entry 5:
Here is a structure of composition C9H18F4LiN2O17S4 from OMol25. Energies are from ωB97M-V/def2-TZVPD.

Values from the calculation:
E	-101827.8060	eV
charge	-1
spin multiplicity	1
strongest force on any atom	0.190	hartree/bohr
highest occupied orbital energy	-7.01	eV
energy above the lowest of the compared OMol25 structures with the same formula, charge and spin	462.6	kJ/mol

Each line ends with the natural charge from an NBO analysis.
Positions of all 55 atoms, in Å:
Li1 -0.008 0.129 -0.135  0.8946
N1 -1.793 0.731 -0.281  -1.1579
S1 -2.964 1.675 -0.218  2.4303
O1 -3.922 1.578 0.849  -0.8632
O2 -3.492 2.095 -1.514  -0.9396
F1 -2.157 3.010 0.193  -0.5227
S2 -2.895 -0.616 -0.304  2.3159
O3 -3.983 -0.699 -1.321  -0.8587
O4 -3.114 -1.245 0.963  -0.8397
F2 -1.860 -1.726 -0.929  -0.5145
N2 -2.478 -1.483 4.185  -0.9847
S3 -1.032 -1.700 3.603  2.3831
O5 -0.065 -2.491 4.350  -0.9146
O6 -0.465 -0.878 2.533  -0.9449
F3 -1.670 -2.822 2.636  -0.5377
S4 -2.222 0.111 4.548  2.3214
O7 -2.776 1.021 3.544  -0.8734
O8 -1.025 0.560 5.299  -0.8998
F4 -3.370 0.080 5.796  -0.5328
C1 -0.073 2.424 2.798  -0.2839
O9 0.350 3.471 1.919  -0.4812
C2 0.851 2.989 0.727  1.0296
O10 0.863 1.780 0.342  -0.7380
O11 1.302 4.024 0.075  -0.4742
C3 1.876 3.836 -1.216  -0.2613
H1 -0.238 2.771 3.818  0.2128
H2 0.666 1.633 2.926  0.1959
H3 -0.954 1.946 2.370  0.2235
H4 2.732 3.162 -1.242  0.1949
H5 2.085 4.855 -1.543  0.1928
H6 1.143 3.489 -1.944  0.2072
C4 3.903 -2.186 -0.277  -0.2478
O12 2.886 -2.813 0.401  -0.5181
C5 1.542 -2.442 0.025  1.0317
O13 1.160 -1.422 -0.650  -0.6766
O14 0.569 -3.439 0.306  -0.4920
C6 0.894 -4.690 1.053  -0.2493
H7 3.900 -1.114 -0.079  0.1969
H8 3.976 -2.452 -1.332  0.1766
H9 4.789 -2.621 0.185  0.1913
H10 1.507 -5.380 0.473  0.1782
H11 -0.130 -5.015 1.238  0.2257
H12 1.451 -4.392 1.942  0.2073
C7 2.677 0.127 -4.430  -0.2423
O15 1.251 -0.143 -4.588  -0.5056
C8 0.378 0.161 -3.648  1.0078
O16 0.710 0.653 -2.533  -0.6984
O17 -0.877 0.087 -4.139  -0.5125
C9 -2.040 0.637 -3.499  -0.2647
H13 3.104 -0.219 -5.372  0.1924
H14 3.134 -0.506 -3.670  0.1931
H15 2.851 1.191 -4.268  0.1949
H16 -1.710 1.064 -2.552  0.2218
H17 -2.722 -0.186 -3.284  0.2179
H18 -2.509 1.391 -4.131  0.1926

Atoms 1-3, force components in eV/Å:
0.8 -0.1 -0.1
-1.2 -4.6 -0.1
-3.9 8.9 -0.9

Entry 6:
Here is a structure of composition C17H25N5O4Os from OMol25. Energies are from ωB97M-V/def2-TZVPD.

Values from the calculation:
E	-36137.4037	eV
<S²>	6.026
spin multiplicity	5
strongest force on any atom	0.056	hartree/bohr
highest occupied orbital energy (spin up / spin down)	-5.84 / -7.39	eV
energy above the lowest of the compared OMol25 structures with the same formula, charge and spin	314.1	kJ/mol

Each line ends with the natural charge from an NBO analysis.
Positions of all 52 atoms, in Å:
Os1 -0.396 -0.789 -0.817  1.6537
C1 -0.799 -0.961 3.615  -0.7025
C2 -1.099 -1.267 2.177  0.5759
O1 -0.285 -0.700 1.394  -0.6910
C3 -2.176 -2.112 1.792  -0.2894
C4 -2.979 -2.690 2.807  -0.1249
C5 -4.043 -3.536 2.559  -0.3081
C6 -4.417 -3.900 1.255  -0.1415
C7 -3.689 -3.384 0.212  -0.2925
C8 -2.590 -2.507 0.443  0.4524
O2 -2.038 -2.131 -0.639  -0.6568
H1 0.062 -0.306 3.645  0.2392
H2 -0.584 -1.857 4.202  0.2330
H3 -1.635 -0.473 4.122  0.2360
H4 -2.736 -2.443 3.832  0.2022
H5 -4.601 -3.921 3.402  0.2097
H6 -5.252 -4.559 1.074  0.2132
H7 -3.920 -3.609 -0.817  0.2249
N1 3.684 -1.714 -1.844  -0.7806
C9 2.413 -1.835 -1.433  0.7206
O3 1.873 -0.895 -0.827  -0.6688
C10 1.589 -3.043 -1.720  -0.5271
C11 0.320 -2.905 -0.900  -0.7163
H8 4.233 -0.906 -1.612  0.4129
H9 4.140 -2.508 -2.254  0.4032
H10 2.205 -3.938 -1.554  0.2114
H11 1.345 -3.023 -2.788  0.2370
H12 0.548 -3.165 0.143  0.1969
H13 -0.432 -3.578 -1.288  0.2188
O4 -1.830 0.244 -0.919  -0.7837
C12 0.730 2.060 0.502  -0.0881
N2 0.640 1.630 -0.925  -0.5018
C13 1.963 1.935 -1.538  -0.0799
N3 2.387 3.331 -1.424  -0.4676
C14 2.419 3.656 0.009  -0.0767
N4 1.124 3.455 0.659  -0.4657
C15 0.142 4.292 -0.037  -0.0762
N5 0.057 3.979 -1.463  -0.4636
C16 -0.322 2.577 -1.587  -0.0879
C17 1.374 4.178 -2.060  -0.0751
H14 1.453 1.404 0.989  0.2036
H15 -0.259 1.902 0.930  0.2163
H16 1.892 1.653 -2.590  0.1940
H17 2.703 1.334 -1.014  0.1980
H18 2.704 4.704 0.118  0.1957
H19 3.156 3.010 0.490  0.1931
H20 0.441 5.337 0.073  0.1932
H21 -0.838 4.124 0.412  0.2031
H22 -0.378 2.283 -2.635  0.1977
H23 -1.283 2.426 -1.106  0.2404
H24 1.665 5.224 -1.943  0.1942
H25 1.321 3.917 -3.119  0.1955

Atoms 1-3, force components in eV/Å:
0.8 -2.7 -0.3
-0.3 -0.2 0.7
0.8 0.5 -0.6

> Which value of strongest force on any atom does entry 3 give?

0.065 hartree/bohr